Entry 1
Formula: C5H18NO2
Source: OMol25
Level of theory: the ωB97M-V functional and the def2-TZVPD basis

Lowest unoccupied orbital energy (eV): -2.946
Multiplicity: 1
Net charge: +1
HOMO energy (eV): -14.43

The geometry in XYZ format:
```
26
Properties=species:S:1:pos:R:3:mulliken_charge:R:1
C 0.62 2.33 -0.29 -1.3710
C 0.51 1.05 0.53 0.2796
C 1.35 -0.14 0.00 -1.0600
C 1.53 -1.19 1.12 -0.4274
C 2.41 -2.35 0.65 -1.3766
N -0.94 0.55 0.54 -0.3140
H -0.31 2.82 -0.55 0.3909
H 1.18 3.02 0.34 0.3391
H 1.29 2.18 -1.13 0.3552
H 0.72 1.20 1.59 0.5037
H 2.30 0.11 -0.46 0.5068
H 0.64 -0.52 -0.75 0.3351
H 0.71 -1.57 1.74 0.4635
H 2.09 -0.51 1.77 0.2972
H 2.60 -3.02 1.49 0.3637
H 3.32 -2.12 0.11 0.3566
H 1.73 -2.92 0.00 0.3315
H -1.54 1.12 1.13 0.3985
H -1.32 0.57 -0.41 0.3120
H -0.88 -0.43 0.83 0.3199
H -4.17 0.37 0.88 0.3205
H -3.93 0.86 2.31 0.3241
O -3.57 0.88 1.41 -0.6521
H -2.66 -1.09 -4.62 0.3091
H -1.49 -0.37 -4.36 0.3223
O -2.19 -0.81 -3.85 -0.6282
```

=====

Entry 2
Formula: C5H18NO2
Source: OMol25
Level of theory: the ωB97M-V functional and the def2-TZVPD basis

Lowest unoccupied orbital energy (eV): -3.160
Multiplicity: 1
Net charge: +1
HOMO energy (eV): -14.47

The geometry in XYZ format:
```
26
Properties=species:S:1:pos:R:3:mulliken_charge:R:1
C 1.03 0.51 0.43 -0.3115
C -0.09 -0.06 1.20 -0.7893
C -1.45 0.66 1.23 -0.6316
C -2.20 0.61 -0.17 -0.1318
C -3.44 -0.36 -0.15 -1.3486
N 0.76 0.44 -1.04 -0.3878
H 1.95 -0.04 0.68 0.3164
H 1.25 1.55 0.71 0.2911
H -0.34 -1.10 0.76 0.2720
H 0.28 -0.28 2.23 0.3758
H -2.07 0.16 2.01 0.3791
H -1.19 1.70 1.53 0.3668
H -2.51 1.59 -0.28 0.3608
H -1.53 0.24 -1.11 -0.0847
H -4.25 0.06 0.43 0.3767
H -3.24 -1.15 0.50 0.3823
H -3.74 -0.64 -1.16 0.3420
H 1.47 -0.03 -1.65 0.3703
H -0.22 -0.10 -1.25 0.3762
H 0.61 1.39 -1.47 0.4519
H 3.40 1.36 -1.77 0.3168
H 3.40 2.62 -1.06 0.3129
O 2.75 1.95 -1.23 -0.6143
H 3.73 -3.36 0.59 0.3089
H 2.65 -4.30 -0.03 0.3220
O 2.98 -3.40 0.07 -0.6224
```

=====

Entry 3
Formula: C5H18NO2
Source: OMol25
Level of theory: the ωB97M-V functional and the def2-TZVPD basis

Lowest unoccupied orbital energy (eV): -2.941
Multiplicity: 1
Net charge: +1
HOMO energy (eV): -14.93

The geometry in XYZ format:
```
26
Properties=species:S:1:pos:R:3:mulliken_charge:R:1
C -0.59 0.55 1.44 -0.7260
C -1.06 -0.90 1.57 -0.8601
C 0.02 -1.98 1.34 0.6816
C -0.25 -3.17 2.29 -1.4712
C -0.01 -2.51 -0.10 -1.4757
N 0.05 0.82 0.10 -0.0802
H 0.15 0.81 2.18 0.4170
H -1.45 1.19 1.64 0.3497
H -1.90 -1.07 0.91 0.3458
H -1.44 -1.00 2.57 0.4550
H 1.00 -1.58 1.62 0.2397
H -0.03 -4.11 1.80 0.3736
H -1.29 -3.24 2.63 0.3825
H 0.40 -3.16 3.16 0.3457
H 0.18 -1.75 -0.86 0.3771
H 0.68 -3.32 -0.30 0.3895
H -1.01 -2.88 -0.30 0.3789
H 0.84 1.43 0.27 0.3726
H 0.28 -0.05 -0.41 0.1064
H -0.58 1.35 -0.53 0.4289
H 1.99 4.58 -3.43 0.3351
H 2.62 3.19 -3.71 0.3388
O 2.17 3.72 -3.04 -0.6661
H 0.13 2.38 -2.61 0.3132
H -1.37 2.43 -2.87 0.3126
O -0.73 2.19 -2.18 -0.6643
```

=====

Which one is most stable, and which one is least stable? entry 3 is the most stable of them, while entry 2 is the least stable.

=====

Entry 1
Formula: C48H51F5IrN8O3SSi2
Source: OMol25
Level of theory: the ωB97M-V functional and the def2-TZVPD basis

Lowest unoccupied orbital energy (spin up / spin down) (eV): 0.252 / -3.350
Multiplicity: 6
Net charge: 0
<S²>: 8.78
HOMO energy (spin up / spin down) (eV): -2.95 / -8.15

The geometry in XYZ format:
```
119
Properties=species:S:1:pos:R:3:mulliken_charge:R:1
Ir -0.08 0.13 -0.33 2.3709
N -1.11 -1.66 0.81 -0.2445
N -2.56 -1.55 0.90 -0.3463
C -3.01 -0.53 0.06 -0.7293
O -3.98 0.15 0.21 -0.5850
O -2.25 -0.55 -1.15 0.3809
H -0.94 -2.63 0.61 0.2949
H -0.62 -1.32 1.65 -0.4805
H -2.93 -1.51 1.85 0.3370
N -1.96 1.55 2.24 0.6218
C -2.18 2.39 1.22 -0.0932
N -1.46 2.36 0.13 1.0325
C -1.85 3.38 -0.74 -1.3977
C -1.28 3.66 -2.01 -0.3836
C -1.88 4.59 -2.82 -0.6208
C -3.02 5.27 -2.40 -0.5960
C -3.58 5.08 -1.16 -0.5346
C -2.95 4.15 -0.33 0.7917
S -3.43 3.60 1.27 -0.5072
H -1.10 0.99 2.22 -1.0973
H -2.36 1.72 3.13 0.4090
H -0.44 3.10 -2.32 0.5809
H -1.48 4.78 -3.82 0.4266
H -3.54 5.94 -3.10 0.3746
H -4.48 5.58 -0.83 0.4278
F 1.98 2.25 0.61 -0.0474
C 1.96 2.28 -0.74 1.1057
C 1.12 1.41 -1.38 -1.8311
C 1.17 1.46 -2.75 0.5351
F 0.28 0.71 -3.44 0.2519
C 1.97 2.33 -3.48 0.4983
F 1.92 2.31 -4.84 -0.3400
C 2.81 3.17 -2.78 0.7056
F 3.65 3.99 -3.44 -0.3187
C 2.80 3.16 -1.39 0.2352
F 3.62 3.96 -0.71 -0.3268
C 0.97 -3.18 -0.51 -0.8711
N 1.89 -4.26 -0.81 0.1644
C 1.95 -4.41 -2.26 -0.6606
N 2.40 -3.19 -2.92 0.1498
C 1.44 -2.14 -2.58 -0.1141
N 1.35 -1.92 -1.14 1.1760
C 2.67 -1.59 -0.63 -1.0970
N 3.66 -2.60 -0.98 0.1362
C 3.24 -3.86 -0.36 -0.8138
C 3.71 -2.77 -2.41 -0.7412
H 0.98 -3.05 0.56 0.0042
H -0.01 -3.47 -0.85 -0.2161
H 0.95 -4.66 -2.63 0.3151
H 2.65 -5.21 -2.53 0.3507
H 0.45 -2.41 -2.92 -0.7363
H 1.75 -1.22 -3.07 0.1097
H 2.60 -1.55 0.46 -0.1130
H 2.98 -0.63 -0.99 0.6320
H 3.25 -3.76 0.73 0.2974
H 3.92 -4.67 -0.62 0.3978
H 4.47 -3.53 -2.66 0.3327
H 3.98 -1.83 -2.87 0.4082
C -1.30 -0.65 4.39 -1.4710
C 0.19 -0.98 4.56 2.7590
C 0.46 -0.75 6.04 -1.9936
C 0.47 -2.43 4.20 -1.6059
Si 1.18 0.13 3.34 -2.0007
O 0.47 0.06 1.86 2.0273
C 1.21 1.90 3.94 0.8397
C 1.83 2.18 5.14 -0.4394
C 1.95 3.47 5.61 -0.8950
C 1.40 4.54 4.90 -0.8552
C 0.75 4.25 3.69 -1.0681
C 0.67 2.96 3.22 0.4809
C 3.00 -0.44 3.38 1.3583
C 3.59 -0.90 4.57 -0.2643
C 4.93 -1.24 4.63 -0.8139
C 5.75 -1.15 3.51 -0.9094
C 5.19 -0.73 2.31 -0.3703
C 3.84 -0.35 2.27 -0.0478
H -1.88 -1.27 5.06 0.7549
H -1.67 -0.82 3.37 -0.2985
H -1.44 0.39 4.66 0.2688
H -0.33 -1.23 6.64 0.5506
H 0.47 0.31 6.29 0.4181
H 1.39 -1.18 6.41 0.3957
H -0.18 -3.12 4.78 0.5054
H 1.51 -2.70 4.43 0.3060
H 0.26 -2.66 3.15 0.1284
H 2.24 1.37 5.73 0.3208
H 2.44 3.58 6.59 0.4049
H 1.42 5.54 5.29 0.3950
H 0.31 5.03 3.10 0.5387
H 0.24 2.80 2.26 0.0575
H 3.02 -0.98 5.49 0.0912
H 5.32 -1.58 5.60 0.4171
H 6.79 -1.43 3.62 0.3798
H 5.76 -0.68 1.41 0.5246
H 3.43 0.07 1.37 -0.1603
C -1.02 -2.63 -6.19 -0.8346
C -1.08 -3.53 -5.12 -0.5151
C -1.51 -3.05 -3.91 -0.7930
C -1.75 -1.68 -3.80 1.3505
C -1.48 -0.76 -4.81 -0.2675
C -1.09 -1.26 -6.04 -0.6313
Si -3.02 -1.36 -2.54 -0.3535
C -4.53 -0.24 -2.88 0.1616
C -5.78 -0.81 -3.11 -0.4899
C -6.89 -0.04 -3.33 -0.6203
C -6.77 1.34 -3.34 -0.5568
C -5.51 1.94 -3.10 -0.6654
C -4.40 1.16 -2.88 0.3544
H -0.87 -3.06 -7.17 0.3469
H -0.93 -4.59 -5.26 0.4891
H -1.69 -3.73 -3.08 0.2196
H -1.69 0.29 -4.66 0.3342
H -0.97 -0.60 -6.89 0.4523
H -3.47 -2.68 -2.05 -0.4624
H -5.88 -1.90 -3.07 0.3241
H -7.87 -0.50 -3.46 0.3655
H -7.64 1.97 -3.49 0.3716
H -5.42 3.02 -3.06 0.4068
H -3.47 1.59 -2.59 0.2725
```

=====

Entry 2
Formula: C48H51F5IrN8O3SSi2
Source: OMol25
Level of theory: the ωB97M-V functional and the def2-TZVPD basis

Lowest unoccupied orbital energy (spin up / spin down) (eV): -0.112 / -3.122
Multiplicity: 6
Net charge: 0
<S²>: 8.80
HOMO energy (spin up / spin down) (eV): -7.52 / -8.46

The geometry in XYZ format:
```
119
Properties=species:S:1:pos:R:3:mulliken_charge:R:1
Ir 2.03 0.88 -1.98 1.9966
N 0.45 -0.30 -0.86 0.0970
N 1.13 -1.47 -0.49 0.0396
C 2.53 -1.67 -0.56 0.3448
O 2.99 -2.64 -0.01 -0.7191
O 3.17 -0.74 -1.20 -0.8839
H 0.23 0.13 0.09 -0.1891
H -0.40 -0.46 -1.49 0.3723
H 0.51 -2.18 -0.16 0.0268
N -3.05 -1.51 0.15 -0.0834
C -3.12 -1.21 -1.10 -0.3436
N -2.05 -0.99 -2.12 -0.1261
C -2.55 -1.17 -3.37 -0.7891
C -1.78 -1.20 -4.53 0.2194
C -2.27 -1.38 -5.82 -0.5136
C -3.67 -1.36 -5.94 -0.4753
C -4.46 -1.33 -4.86 -0.6842
C -3.88 -1.31 -3.47 1.0723
S -4.76 -1.11 -2.09 -0.2832
H -1.71 -1.97 1.47 -0.0128
H -3.97 -1.59 0.72 0.1872
H -0.67 -1.23 -4.46 0.4098
H -1.71 -1.38 -6.79 0.2532
H -4.07 -1.15 -6.91 0.3590
H -5.54 -1.06 -4.87 0.2950
F 2.26 1.20 1.18 -0.1057
C 2.82 2.36 0.58 0.2564
C 2.81 2.44 -0.80 -0.8621
C 3.50 3.55 -1.38 0.5894
F 3.50 3.81 -2.66 -0.3202
C 4.06 4.52 -0.55 0.1196
F 4.70 5.58 -0.93 -0.3053
C 4.00 4.29 0.82 0.7000
F 4.45 5.22 1.64 -0.3334
C 3.48 3.17 1.40 0.0000
F 3.56 2.93 2.66 -0.3036
C -0.98 2.69 1.73 -0.5119
N -2.32 2.94 2.06 0.4050
C -3.29 2.04 1.38 -0.3200
N -3.16 2.20 -0.02 0.2585
C -1.82 1.81 -0.39 0.4056
N -0.83 2.71 0.25 0.5100
C -1.17 4.04 -0.23 -0.8080
N -2.51 4.50 0.13 -0.1037
C -2.66 4.24 1.64 -0.8762
C -3.43 3.55 -0.54 -0.5838
H -0.51 1.76 2.17 -0.7138
H -0.36 3.54 2.02 0.8277
H -4.22 2.34 1.79 0.5868
H -3.11 0.98 1.66 -0.3415
H -1.60 1.81 -1.49 0.1719
H -1.79 0.77 -0.06 -1.1441
H -0.97 4.01 -1.30 0.4166
H -0.44 4.77 0.20 0.3085
H -3.74 4.48 1.97 0.2851
H -1.96 4.98 2.04 0.4680
H -3.23 3.56 -1.59 0.4207
H -4.48 3.78 -0.33 0.2903
C 0.88 -4.01 3.75 -1.7833
C 0.65 -2.49 4.14 2.4406
C 0.78 -2.46 5.83 -1.7192
C 1.81 -1.66 3.56 -2.0124
Si -1.03 -1.87 3.75 -0.9693
O -1.21 -1.32 2.21 0.4238
C -2.47 -3.13 3.86 0.4747
C -2.94 -3.44 5.11 -0.0701
C -3.98 -4.37 5.28 -0.8902
C -4.45 -5.09 4.15 -0.4801
C -3.91 -4.88 2.94 -0.7889
C -2.91 -3.87 2.77 -0.3986
C -1.57 -0.31 4.63 0.7932
C -2.91 -0.01 4.87 -0.1862
C -3.25 1.10 5.61 -0.7828
C -2.25 2.01 6.08 -0.5500
C -0.95 1.70 5.86 -0.7185
C -0.60 0.56 5.19 -0.1857
H 1.92 -4.23 3.85 0.6074
H 0.53 -4.15 2.70 0.2834
H 0.35 -4.68 4.46 0.3894
H 1.51 -3.17 5.99 0.6549
H -0.10 -2.75 6.31 0.3684
H 1.13 -1.53 6.37 0.2283
H 2.71 -2.11 3.96 0.5213
H 1.78 -0.65 3.89 0.4596
H 1.87 -1.73 2.49 0.2723
H -2.77 -2.76 5.92 0.3507
H -4.49 -4.33 6.19 0.4367
H -5.16 -5.93 4.27 0.3471
H -4.11 -5.42 2.02 0.3950
H -2.71 -3.74 1.76 0.5148
H -3.72 -0.69 4.63 0.4123
H -4.30 1.30 5.93 0.3172
H -2.52 2.94 6.51 0.4305
H -0.19 2.41 6.16 0.4118
H 0.40 0.24 4.89 0.0953
C 2.36 -3.39 -6.41 -0.5194
C 3.29 -3.05 -5.38 -0.8365
C 3.15 -1.88 -4.62 -0.4050
C 2.33 -0.85 -5.08 0.5746
C 1.49 -1.22 -6.17 -0.2768
C 1.47 -2.45 -6.82 -0.4090
Si 2.37 0.80 -4.38 0.1321
C 4.21 1.31 -4.37 0.3411
C 5.22 0.85 -3.51 0.5549
C 6.56 1.25 -3.54 -0.9203
C 7.00 2.23 -4.38 -0.5566
C 6.02 2.68 -5.29 -0.4648
C 4.67 2.28 -5.26 -0.6790
H 2.46 -4.38 -6.78 0.4447
H 4.00 -3.77 -5.06 0.4242
H 3.85 -1.66 -3.88 0.4449
H 0.66 -0.56 -6.43 0.3641
H 0.84 -2.42 -7.72 0.3647
H 1.57 1.72 -5.16 -0.2740
H 4.96 0.10 -2.74 0.2095
H 7.36 0.98 -2.82 0.2873
H 7.99 2.52 -4.40 0.5555
H 6.28 3.37 -6.16 0.2286
H 4.11 2.89 -5.92 0.3654
```

=====

Which one is most stable, and which one is least stable? entry 1 is the most stable of them, while entry 2 is the least stable.